[1]
Here is a single C12H10ClF17Si molecule in a non-equilibrium geometry from the Open Molecules 2025 dataset. Energies are from ωB97M-V with the def2-TZVPD basis set.

```
41
C12H10ClF17Si, DFT ωB97M-V with the def2-TZVPD basis set
C 1.49903 1.49274 0.97806
Si 0.81397 2.36272 -0.51427
C -1.06664 2.34367 -0.60660
Cl 1.42462 4.35910 -0.32327
C 1.74074 1.66347 -2.03930
C 0.96481 0.81780 -3.03707
C 0.29912 -0.43528 -2.46352
F -0.74081 -0.04861 -1.70449
F -0.08749 -1.20709 -3.50819
C 1.34865 -1.26833 -1.69010
F 2.25539 -1.61845 -2.61353
F 1.97726 -0.54977 -0.75922
C 0.76597 -2.56068 -1.05385
F -0.33962 -2.92733 -1.69800
F 1.67954 -3.54326 -1.23500
C 0.41042 -2.47327 0.50837
F 1.51930 -2.15166 1.14387
F 0.00143 -3.70162 0.85214
C -0.69862 -1.48350 0.90484
F -0.36908 -0.25046 0.50649
F -1.86004 -1.90998 0.36807
C -0.86940 -1.42546 2.45677
F 0.11406 -0.70909 2.97553
F -0.83980 -2.66295 2.96461
C -2.22869 -0.74629 2.87124
F -3.21267 -1.44294 2.25839
F -2.36672 -0.84374 4.22356
C -2.30795 0.78557 2.55033
F -2.86850 0.94354 1.35622
F -1.06726 1.33527 2.52228
F -3.04004 1.46415 3.44645
H 1.87490 0.51380 0.68887
H 0.75838 1.38166 1.72275
H 2.31256 2.11720 1.33175
H -1.50865 2.75754 0.31168
H -1.45007 1.34993 -0.65782
H -1.46238 2.91786 -1.43314
H 2.20526 2.52498 -2.55773
H 2.56155 1.04577 -1.62722
H 0.19270 1.34687 -3.59115
H 1.66478 0.43613 -3.82879
```

- gap between HOMO and LUMO (eV) = 11.100
- LUMO level (eV) = 0.682
- SMILES = C[Si](C)(Cl)CCC(F)(F)C(F)(F)C(F)(F)C(F)(F)C(F)(F)C(F)(F)C(F)(F)C(F)(F)F
- maximum force (eV/Å) = 2.4
- net charge = 0
- energy (eV) = -79204.9142
- relative energy (zero: lowest compared OMol25 entry of this formula, charge and spin) (kcal/mol) = 0.0


[2]
Here is a single C12H10F2Si molecule in a non-equilibrium geometry from the Open Molecules 2025 dataset. Energies are from ωB97M-V with the def2-TZVPD basis set.

```
25
C12H10F2Si, DFT ωB97M-V with the def2-TZVPD basis set
F 1.45150 -2.24786 0.09307
Si 0.05385 -1.56595 -0.21699
F -1.05615 -2.53679 -0.80750
C -0.21166 -0.90848 1.44159
C -1.50934 -0.42326 1.66045
C -1.71427 0.28183 2.81459
C -0.76365 0.33720 3.86200
C 0.44036 -0.20788 3.63421
C 0.71752 -0.81238 2.41821
C 0.27637 -0.24474 -1.57511
C -0.30657 1.00674 -1.48613
C -0.03679 1.92789 -2.47752
C 0.72409 1.60560 -3.61717
C 1.30595 0.32220 -3.64060
C 1.06875 -0.58854 -2.66510
H -2.25003 -0.45030 0.90965
H -2.74107 0.48693 3.03229
H -1.01868 0.45418 4.91307
H 1.12887 -0.19609 4.41477
H 1.70457 -1.15391 2.19668
H -0.91783 1.22119 -0.64097
H -0.43167 2.91228 -2.41108
H 0.70183 2.24443 -4.46129
H 1.93770 0.10807 -4.45586
H 1.44634 -1.57232 -2.93526
```

- gap between HOMO and LUMO (eV) = 10.160
- LUMO level (eV) = 0.715
- SMILES = F[Si](F)(c1ccccc1)c1ccccc1
- maximum force (eV/Å) = 2.7
- net charge = 0
- energy (eV) = -25921.9907
- relative energy (zero: lowest compared OMol25 entry of this formula, charge and spin) (kcal/mol) = 0.0


[3]
Here is a molecular structure, C12H10F3N2STe4V from the Open Molecules 2025 dataset. Energies are from ωB97M-V with the def2-TZVPD basis set.

```
33
C12H10F3N2STe4V, DFT ωB97M-V with the def2-TZVPD basis set
V -0.81010 0.81723 -0.01640
Te -2.60590 -1.24179 -0.11257
Te -4.98035 -0.03855 0.43931
Te -4.68168 2.02316 -1.27992
Te -2.38607 2.96489 -0.11548
F 3.65125 2.11595 2.77399
C 3.17895 0.97088 3.29486
F 3.66783 0.89891 4.55563
F 3.74675 -0.03832 2.61474
C 1.67753 0.90700 3.28316
C 0.98056 0.79507 4.47125
C -0.40844 0.72809 4.46560
C -1.04901 0.77431 3.24393
N -0.37785 0.89430 2.10358
C 0.96377 0.95849 2.07231
S 1.61898 1.10956 0.46380
H 1.52452 0.75638 5.40489
H -0.97694 0.63816 5.37914
H -2.12732 0.71893 3.14572
N -0.48544 0.79920 -2.19037
C -0.21108 -0.42968 -2.85992
C -1.20941 -1.05305 -3.59689
C -0.94837 -2.26450 -4.21615
C 0.30197 -2.85748 -4.10447
C 1.29053 -2.22992 -3.36041
C 1.03985 -1.01832 -2.73396
H -1.32806 1.26821 -2.51093
H 0.30650 1.42822 -2.22222
H -2.19384 -0.60520 -3.65065
H -1.73516 -2.75252 -4.77677
H 0.50098 -3.80692 -4.58417
H 2.26557 -2.68912 -3.25553
H 1.79947 -0.54158 -2.12510
```

- gap between HOMO and LUMO (spin up / spin down) (eV) = 6.313 / 5.990
- LUMO level (spin up / spin down) (eV) = 2.482 / 2.494
- spin multiplicity = 2
- maximum force (eV/Å) = 0.6
- net charge = -1
- energy (eV) = -89439.6795
- relative energy (zero: lowest compared OMol25 entry of this formula, charge and spin) (kcal/mol) = 0.0